DFT (ωB97M-V/def2-TZVPD) results for a molecular structure, CH5ClOSi at a distorted geometry.

Atoms and positions in Å:
1 Cl -2.83 -0.35 0.45
2 Si 1.45 0.43 0.50
3 O -0.13 0.31 0.49
4 C -1.52 -0.35 -0.63
5 H 2.12 1.56 -0.25
6 H -1.41 -1.39 -0.93
7 H 1.80 0.22 1.90
8 H -1.64 0.28 -1.49
9 H 2.16 -0.71 -0.06

Calculated values
- Energy relative to the best compared isomer or geometry (same formula, charge and spin): 106.8 kcal per mole
- Spin multiplicity: 1

natural (NBO) atomic charge list, values in e, 8 entries: Cl 0.072; Si 1.251; O -1.028; C -0.049; H -0.216; H 0.211; H -0.203; H 0.210



DFT (ωB97M-V/def2-TZVPD) results for a single CH5ClP2 molecule at a distorted geometry.

Atoms and positions in Å:
1 Cl 2.56 -0.80 -0.06
2 P -0.05 0.64 -0.43
3 P -1.23 -1.33 -0.15
4 C 1.70 0.75 -0.02
5 H -0.07 0.85 -1.85
6 H -0.54 1.92 -0.10
7 H 1.74 1.12 0.97
8 H -1.53 -0.83 1.11
9 H 0.16 -1.62 0.19

Calculated values
- Energy relative to the best compared isomer or geometry (same formula, charge and spin): 45.0 kcal per mole
- Structure (SMILES): P[PH2]=CCl
- Spin multiplicity: 1

natural (NBO) atomic charge list, values in e, 8 entries: Cl -0.074; P 0.625; P 0.019; C -0.808; H -0.014; H 0.038; H 0.189; H -0.009



DFT (ωB97M-V/def2-TZVPD) results for a molecular structure, CH5Cu2O3 at a distorted geometry.

Atoms and positions in Å:
1 Cu -2.15 -31.48 10.96
2 Cu -1.56 -34.05 10.21
3 O -2.89 -33.32 11.80
4 O -0.22 -32.39 10.73
5 O -2.56 -29.48 10.75
6 C -1.89 -28.29 10.68
7 H -0.87 -28.31 11.12
8 H 0.51 -32.18 11.33
9 H -1.65 -28.00 9.62
10 H -2.46 -27.46 11.14
11 H -3.47 -34.02 11.49

Calculated values
- Total charge: -1
- Spin multiplicity: 1

natural (NBO) atomic charge list, values in e, 8 entries: Cu 0.868; Cu 0.812; O -1.272; O -1.373; O -1.012; C -0.189; H 0.100; H 0.451



| no. | LUMO energy (eV) | frontier orbital gap (hartree) |
| --- | --- | --- |
| 1 | -0.29 | 0.369 |
| 2 | 0.03 | 0.276 |
| 3 | 2.23 | 0.190 |